1.
This record from the OMol25 dataset describes a cluster of 2 separate species, C11H12NO2 in total at a distorted geometry. The level of theory is wB97M-V/def2-TZVPD.

XYZ file:
```
26
Properties=species:S:1:pos:R:3:lowdin_spin:R:1
C -1.75 1.71 0.09 0.002
C 0.65 0.73 0.40 0.000
C -0.36 1.73 0.67 0.000
C 1.80 1.17 1.11 0.000
C 0.23 2.75 1.32 0.000
C 0.70 -0.59 -0.06 0.000
C 1.89 -1.31 -0.04 0.000
C 3.01 -0.79 0.61 0.000
C 3.03 0.50 1.11 0.000
N 1.55 2.42 1.60 0.000
H -0.07 -1.01 -0.67 0.000
H 1.96 -2.26 -0.55 0.000
H 3.93 -1.35 0.61 0.000
H -1.68 1.48 -0.96 0.002
H -2.17 2.72 0.13 0.000
H -0.22 3.57 1.86 0.000
H 2.28 3.03 1.93 0.000
H 3.94 1.04 1.34 0.000
H -2.39 0.94 0.54 0.000
C -2.14 -3.00 -1.65 0.063
C -2.64 -1.55 -1.54 0.064
O -2.22 -0.82 -2.52 0.824
O -3.28 -1.18 -0.58 0.032
H -1.69 -3.26 -2.60 0.001
H -2.96 -3.61 -1.29 0.009
H -1.41 -3.05 -0.84 0.004
```

As for the total energy: -17184.63239 eV. The calculation puts the LUMO energy (spin up / spin down) at 0.8 / -3.2 eV. The multiplicity is 2.

=====

2.
This record from the OMol25 dataset describes a structure of composition C36H35N5NiOSSbSe at a distorted geometry. The level of theory is wB97M-V/def2-TZVPD.

XYZ file:
```
81
Properties=species:S:1:pos:R:3:lowdin_spin:R:1
Ni -0.69 1.27 -2.42 1.698
C -3.45 3.14 1.61 0.003
N -2.21 3.62 1.05 0.013
C -1.62 4.85 1.37 0.004
C -0.53 4.98 0.60 0.013
N -0.40 3.85 -0.19 0.014
C -1.46 3.02 0.10 0.043
S -1.97 1.49 -0.43 0.078
C 0.75 3.59 -0.99 0.173
C 1.91 4.25 -0.70 0.014
C 2.95 4.24 -1.64 0.246
C 2.68 3.63 -2.88 0.067
C 1.55 2.89 -3.06 0.124
N 0.56 2.72 -2.08 0.312
H -3.92 3.94 2.22 0.000
H -3.27 2.30 2.29 0.001
H -4.17 2.87 0.83 0.001
H -2.05 5.50 2.09 0.000
H 0.26 5.71 0.50 0.000
H 2.00 4.80 0.21 -0.003
H 3.89 4.74 -1.38 0.018
H 3.43 3.59 -3.68 0.000
H 1.37 2.41 -4.03 0.007
O 0.85 0.12 -3.13 0.035
N 0.71 -1.15 -3.40 0.004
C 1.47 -2.05 -2.72 0.004
C 1.39 -3.39 -3.02 0.000
C 0.56 -3.84 -4.03 0.003
C -0.26 -2.87 -4.62 0.000
C -0.16 -1.56 -4.31 0.003
H 2.11 -1.57 -1.98 0.000
H 2.03 -4.08 -2.48 0.000
H 0.54 -4.86 -4.37 0.000
H -1.00 -3.18 -5.37 0.000
H -0.72 -0.79 -4.81 0.000
C 2.21 -1.80 3.18 0.000
C 1.84 -2.90 2.22 0.000
C 2.24 -4.22 2.51 0.000
C 1.88 -5.29 1.70 0.000
C 1.02 -5.06 0.63 0.000
C 0.58 -3.77 0.38 0.000
C 0.96 -2.67 1.17 0.002
Sb 0.13 -0.89 0.32 0.006
C 0.62 0.72 1.68 0.001
C -0.26 1.16 2.65 0.000
C 0.04 2.24 3.49 0.001
C 1.25 2.90 3.35 0.000
C 2.11 2.47 2.35 0.001
C 1.83 1.40 1.52 0.000
C 2.81 1.02 0.40 0.001
C -1.88 -1.63 0.54 0.002
C -2.46 -1.85 -0.72 0.001
C -3.70 -2.41 -0.88 0.000
C -4.45 -2.72 0.23 0.000
C -3.87 -2.56 1.49 0.000
C -2.59 -2.02 1.67 0.001
C -1.93 -1.96 3.01 0.000
H 2.79 -2.13 4.03 0.000
H 1.32 -1.26 3.55 0.000
H 2.85 -1.02 2.70 0.000
H 2.86 -4.39 3.37 0.000
H 2.22 -6.31 1.91 0.000
H 0.66 -5.85 -0.02 0.000
H -0.06 -3.62 -0.47 0.000
H -1.23 0.70 2.79 0.000
H -0.68 2.59 4.25 0.000
H 1.49 3.76 3.94 0.000
H 3.07 2.97 2.23 0.000
H 3.75 1.52 0.53 0.001
H 2.38 1.32 -0.55 -0.001
H 3.00 -0.04 0.42 0.000
H -1.93 -1.54 -1.61 0.001
H -4.08 -2.59 -1.90 0.000
H -5.42 -3.18 0.14 0.000
H -4.46 -2.88 2.36 0.000
H -2.41 -2.66 3.69 0.000
H -2.00 -0.97 3.48 0.000
H -0.88 -2.22 2.96 0.000
Se -2.55 1.29 -4.02 0.074
C -1.48 1.19 -5.46 0.014
N -0.76 1.00 -6.34 0.016
```

As for the total energy: -171157.34089 eV. The calculation puts the LUMO energy (spin up / spin down) at 0.0 / -0.2 eV. The multiplicity is 4.

=====

3.
This record from the OMol25 dataset describes a cluster of 2 separate species, C6H12O3 in total at a distorted geometry. The level of theory is wB97M-V/def2-TZVPD.

XYZ file:
```
21
Properties=species:S:1:pos:R:3:lowdin_charge:R:1
C 1.76 0.12 0.74 -0.482
C 0.43 0.71 1.30 -0.090
C -0.37 0.03 2.12 0.023
O 2.84 0.56 1.52 0.010
O 1.78 -1.25 0.59 0.017
H 2.98 -0.06 2.25 0.106
H 1.05 -1.65 1.05 0.057
H 1.93 0.58 -0.24 0.130
H 0.45 1.79 1.33 0.112
H -0.43 -1.05 2.12 0.063
H -1.11 0.54 2.71 0.067
C -0.62 0.94 -2.19 -0.017
C -1.47 -1.18 -1.10 -0.026
C -1.38 0.33 -1.04 -0.518
O -2.14 0.99 -0.35 0.053
H -0.49 -1.60 -0.90 0.068
H -2.21 -1.56 -0.37 0.091
H 0.46 0.84 -2.02 0.073
H -0.85 0.43 -3.13 0.089
H -0.85 2.00 -2.28 0.083
H -1.77 -1.51 -2.11 0.092
```

Its SMILES is C=CC(O)O.CC(C)=O. As for the total energy: -12557.55372 eV. The calculation puts the LUMO energy at 0.7 eV.

=====

4.
This record from the OMol25 dataset describes a structure of composition C50H50BNO3P3Sr. The level of theory is wB97M-V/def2-TZVPD.

XYZ file:
```
109
Properties=species:S:1:pos:R:3:lowdin_charge:R:1
Sr -0.30 -0.38 0.29 1.215
O 2.06 -0.47 -1.30 -0.103
N 2.07 0.44 -0.24 -0.104
C 2.36 1.62 -0.62 -0.118
C 2.29 2.73 0.35 -0.222
C 3.42 3.11 1.06 -0.018
C 3.35 4.18 1.95 -0.059
C 2.17 4.88 2.10 -0.060
C 1.03 4.51 1.39 -0.065
C 1.08 3.43 0.51 -0.317
P -0.38 2.79 -0.38 1.050
C 0.06 3.11 -2.11 -0.397
C 0.74 4.27 -2.50 -0.085
C 1.11 4.45 -3.82 -0.062
C 0.82 3.47 -4.76 -0.063
C 0.15 2.32 -4.38 -0.062
C -0.22 2.14 -3.06 -0.093
C -1.73 3.92 0.04 -0.396
C -2.25 4.84 -0.87 -0.079
C -3.29 5.68 -0.49 -0.069
C -3.80 5.62 0.79 -0.074
C -3.28 4.71 1.71 -0.089
C -2.27 3.86 1.32 -0.132
H 1.95 -1.36 -0.88 0.027
H 2.63 1.79 -1.67 0.154
H 4.34 2.57 0.93 0.123
H 4.23 4.47 2.51 0.112
H 2.12 5.72 2.78 0.112
H 0.11 5.06 1.52 0.103
H 0.98 5.03 -1.76 0.118
H 1.64 5.35 -4.11 0.111
H 1.12 3.61 -5.79 0.110
H -0.07 1.55 -5.11 0.103
H -0.74 1.23 -2.77 0.074
H -1.86 4.89 -1.88 0.100
H -3.70 6.38 -1.21 0.109
H -4.60 6.28 1.09 0.111
H -3.70 4.65 2.71 0.107
H -1.89 3.13 2.04 0.108
C -5.08 0.09 -0.08 -0.510
P -3.35 -0.49 0.03 0.912
C -3.40 -2.20 0.66 -0.407
C -2.84 -2.45 1.91 -0.126
C -2.83 -3.73 2.44 -0.066
C -3.39 -4.77 1.72 -0.068
C -3.95 -4.54 0.47 -0.059
C -3.95 -3.26 -0.06 -0.077
C -2.84 -0.71 -1.71 -0.411
C -1.82 -1.62 -2.01 -0.171
C -1.31 -1.72 -3.30 -0.049
C -1.83 -0.94 -4.31 -0.075
C -2.85 -0.04 -4.03 -0.072
C -3.35 0.08 -2.74 -0.091
P -5.13 1.96 -0.14 1.021
C -5.55 2.36 1.59 -0.398
C -6.36 3.46 1.86 -0.112
C -6.58 3.88 3.16 -0.078
C -6.00 3.21 4.22 -0.084
C -5.19 2.11 3.97 -0.082
C -4.97 1.69 2.67 -0.111
C -6.74 2.21 -0.96 -0.416
C -6.76 2.99 -2.11 -0.111
C -7.94 3.22 -2.80 -0.080
C -9.12 2.67 -2.33 -0.076
C -9.12 1.88 -1.18 -0.071
C -7.94 1.66 -0.50 -0.093
H -5.63 -0.31 0.77 0.060
H -5.56 -0.30 -0.98 0.062
H -2.42 -1.63 2.49 0.091
H -2.38 -3.91 3.41 0.115
H -3.39 -5.77 2.13 0.114
H -4.39 -5.35 -0.09 0.112
H -4.37 -3.08 -1.05 0.117
H -1.44 -2.33 -1.27 0.071
H -0.52 -2.44 -3.48 0.118
H -1.46 -1.03 -5.32 0.112
H -3.27 0.57 -4.82 0.116
H -4.12 0.81 -2.54 0.079
H -6.82 4.00 1.04 0.110
H -7.22 4.74 3.34 0.110
H -6.17 3.54 5.24 0.107
H -4.74 1.58 4.80 0.106
H -4.33 0.83 2.51 0.077
H -5.83 3.43 -2.47 0.093
H -7.94 3.84 -3.69 0.106
H -10.05 2.85 -2.86 0.108
H -10.05 1.45 -0.82 0.108
H -7.94 1.06 0.40 0.112
C 1.02 -5.73 -1.77 -0.007
C 1.64 -4.69 -0.86 -0.488
C 3.06 -4.38 -1.31 -0.012
O 0.88 -3.46 -0.97 -0.023
B 0.80 -2.84 0.29 -0.609
O 1.32 -3.70 1.24 0.024
C 1.54 -5.00 0.66 -0.490
C 2.79 -5.61 1.27 -0.005
C 0.32 -5.86 1.02 -0.013
H 1.13 -5.43 -2.81 0.090
H -0.05 -5.85 -1.57 0.084
H 1.50 -6.70 -1.65 0.098
H 3.02 -3.97 -2.33 0.094
H 3.69 -5.27 -1.33 0.094
H 3.53 -3.64 -0.66 0.094
H 3.64 -4.93 1.18 0.086
H 3.04 -6.56 0.79 0.097
H 2.63 -5.80 2.33 0.093
H -0.59 -5.44 0.59 0.081
H 0.22 -5.87 2.10 0.095
H 0.43 -6.88 0.67 0.094
```

As for the total energy: -89669.46439 eV. The calculation puts the LUMO energy at -2.3 eV. Its net charge is +1.

=====

5.
This record from the OMol25 dataset describes a cluster of 3 separate species, C22H49BrN6O2P in total at a distorted geometry. The level of theory is wB97M-V/def2-TZVPD.

XYZ file:
```
81
Properties=species:S:1:pos:R:3:lowdin_spin:R:1
N -5.48 -4.26 0.06 0.000
P -4.69 -5.08 1.10 0.000
N -4.51 -4.29 2.62 0.000
C -3.69 -3.13 2.66 0.001
N -4.15 -2.04 3.30 0.000
N -2.47 -3.16 2.15 0.000
C -1.64 -1.92 2.09 0.003
C -1.10 -1.55 3.47 0.000
C 0.05 -0.55 3.36 0.000
Br 0.82 -0.31 5.12 0.000
H -5.85 -3.38 0.40 0.000
H -3.40 -5.38 0.64 0.000
H -5.22 -6.33 1.45 0.000
H -4.24 -4.93 3.37 0.000
H -4.42 -2.13 4.27 0.000
H -4.33 -1.18 2.81 0.000
H -2.44 -3.63 1.24 0.000
H -2.16 -1.11 1.58 0.000
H -0.78 -2.18 1.46 0.000
H -1.87 -1.07 4.08 0.000
H -0.78 -2.45 4.00 0.000
H 0.82 -0.86 2.67 0.000
H -0.35 0.42 3.05 0.000
C -2.63 -0.02 -2.58 0.004
C -3.27 0.39 -1.23 0.028
C -4.36 1.44 -1.44 0.017
C -3.85 2.86 -1.70 0.001
C -2.81 3.26 -0.65 0.018
C -1.66 2.26 -0.54 0.028
N -2.21 0.89 -0.29 0.402
O -2.57 0.75 0.94 0.485
C -0.81 2.30 -1.82 0.002
C -0.72 2.66 0.58 0.000
C -3.91 -0.87 -0.65 -0.001
H -1.56 -0.17 -2.49 0.002
H -3.05 -0.97 -2.92 0.000
H -2.82 0.71 -3.37 0.000
H -5.00 1.47 -0.55 0.002
H -5.00 1.12 -2.26 0.002
H -3.43 2.93 -2.71 0.000
H -4.69 3.55 -1.67 0.001
H -2.40 4.25 -0.89 0.002
H -3.31 3.36 0.32 0.002
H -0.01 1.56 -1.78 0.001
H -0.34 3.28 -1.90 0.000
H -1.37 2.16 -2.74 0.000
H -1.23 2.76 1.54 0.000
H -0.27 3.62 0.35 0.000
H 0.09 1.93 0.69 0.001
H -3.15 -1.63 -0.42 0.000
H -4.60 -1.28 -1.38 0.000
H -4.47 -0.65 0.26 0.000
C 4.70 -1.06 -2.29 0.004
C 4.27 0.41 -2.10 0.027
C 5.46 1.35 -2.32 0.016
C 6.45 1.42 -1.16 0.001
C 5.72 1.69 0.16 0.015
C 4.61 0.67 0.42 0.027
N 3.67 0.61 -0.75 0.372
O 2.87 1.63 -0.72 0.529
C 5.24 -0.70 0.72 0.002
C 3.81 1.05 1.65 -0.001
C 3.22 0.70 -3.17 -0.001
H 4.22 -1.72 -1.56 0.002
H 4.41 -1.43 -3.27 0.000
H 5.78 -1.20 -2.20 0.000
H 5.09 2.36 -2.52 0.002
H 5.98 1.03 -3.23 0.002
H 7.04 0.51 -1.09 0.000
H 7.16 2.23 -1.35 0.001
H 6.42 1.68 0.99 0.001
H 5.29 2.70 0.12 0.003
H 4.47 -1.46 0.86 0.001
H 5.81 -0.63 1.64 0.000
H 5.92 -1.05 -0.05 0.000
H 3.38 2.05 1.57 -0.001
H 4.44 1.04 2.53 0.000
H 2.99 0.35 1.81 0.000
H 2.32 0.10 -3.01 0.000
H 3.63 0.45 -4.14 0.000
H 2.93 1.75 -3.18 0.000
```

As for the total energy: -115965.35117 eV. The calculation puts the LUMO energy (spin up / spin down) at -4.5 / -4.5 eV. The multiplicity is 3. Its net charge is +1.

=====

6.
This record from the OMol25 dataset describes a structure of composition C15H4Cl5I2NO2Sc. The level of theory is wB97M-V/def2-TZVPD.

XYZ file:
```
30
Properties=species:S:1:pos:R:3:lowdin_charge:R:1
Sc 1.23 0.28 -0.89 1.183
I -2.53 3.70 -0.50 1.015
C -2.59 1.76 -1.21 -0.644
C -3.83 1.17 -1.56 -0.195
C -3.91 -0.11 -2.03 -0.657
I -5.77 -0.89 -2.52 0.999
C -2.72 -0.89 -2.17 -0.190
C -2.67 -2.22 -2.63 0.004
C -1.47 -2.88 -2.71 -0.014
C -0.31 -2.22 -2.32 -0.083
N -0.30 -0.97 -1.89 0.004
C -1.50 -0.29 -1.81 -0.142
C -1.43 1.04 -1.34 -0.388
O -0.20 1.52 -1.03 -0.215
H -4.73 1.76 -1.45 0.087
H -3.59 -2.72 -2.92 0.075
H -1.41 -3.90 -3.06 0.122
H 0.65 -2.73 -2.37 0.127
Cl 4.87 1.96 5.07 0.732
C 3.89 1.27 3.85 -0.697
C 4.04 1.68 2.53 -0.698
Cl 5.20 2.85 2.08 0.743
C 3.22 1.10 1.57 -0.525
Cl 3.37 1.58 -0.13 0.783
C 2.26 0.14 1.86 -0.426
O 1.52 -0.38 0.88 -0.221
C 2.12 -0.26 3.18 -0.608
Cl 0.93 -1.44 3.55 0.768
C 2.92 0.31 4.17 -0.681
Cl 2.74 -0.19 5.79 0.743
```

As for the total energy: -120716.16505 eV. The calculation puts the LUMO energy at -4.4 eV. Its net charge is +1.

=====

7.
This record from the OMol25 dataset describes a structure of composition C11H33NO8 at a distorted geometry. The level of theory is wB97M-V/def2-TZVPD.

XYZ file:
```
53
Properties=species:S:1:pos:R:3:lowdin_charge:R:1
C -1.69 0.64 -0.48 -0.004
O -0.45 0.28 0.01 -0.186
H -2.39 0.15 0.19 0.110
H -1.78 1.72 -0.46 0.114
H -1.90 0.14 -1.43 0.097
H -0.58 -0.61 0.36 -0.020
C -0.23 -2.25 -1.67 -0.009
C 0.74 -1.12 -2.13 -0.255
C 0.08 -0.15 -3.18 -0.173
O 0.86 1.01 -3.29 -0.181
C 0.37 2.02 -4.15 -0.097
N 1.27 -0.37 -0.97 -0.013
H -1.07 -1.81 -1.13 0.034
H 0.24 -2.96 -0.99 0.098
H -0.72 -2.74 -2.52 0.091
H 1.60 -1.54 -2.64 0.149
H -0.88 0.12 -2.74 0.083
H -0.14 -0.59 -4.15 0.128
H 0.40 1.84 -5.22 0.082
H 0.95 2.93 -3.99 0.089
H -0.66 2.27 -3.89 0.083
H 1.60 0.53 -1.27 0.140
H 0.49 -0.07 -0.42 -0.159
C 2.85 -0.98 0.61 -0.145
C 1.67 -0.37 1.34 -0.256
O 2.04 0.58 2.26 -0.055
O 2.42 -1.86 -0.46 -0.143
H 3.39 -1.63 1.29 0.117
H 3.48 -0.24 0.12 0.123
H 1.03 -1.13 1.80 0.099
H 1.01 0.14 0.64 0.077
H 1.23 1.02 2.53 -0.198
H 1.97 -1.33 -1.12 -0.159
C 0.44 2.30 2.24 -0.129
C -0.41 2.94 1.09 -0.145
O 0.08 2.37 -0.18 -0.073
O 0.18 0.94 2.37 -0.069
H 0.02 2.81 3.11 0.138
H 1.49 2.58 2.15 0.163
H -0.28 4.02 1.15 0.119
H -1.49 2.86 1.24 0.110
H 0.01 1.42 -0.05 -0.102
H -0.72 0.83 2.67 0.151
C -2.17 -1.65 2.49 -0.212
C -0.93 -1.45 1.64 -0.218
O -1.10 -1.79 0.31 -0.116
O -2.02 -1.21 3.82 -0.037
H -2.52 -2.68 2.54 0.127
H -3.03 -1.10 2.12 0.120
H -0.08 -2.01 2.04 0.152
H -0.65 -0.40 1.71 0.098
H -1.51 -2.66 0.25 0.166
H -2.52 -1.77 4.42 0.096
```

As for the total energy: -29790.13650 eV. The calculation puts the LUMO energy at 0.0 eV.